[1]
C4H9NO | the ωB97M-V functional and the def2-TZVPD basis

CARTESIAN COORDINATES (ANGSTROEM)
C1 2.323 0.724 0.395
C2 1.007 0.067 -0.001
N1 0.280 -0.401 1.180
C3 -0.836 -0.956 0.996
O1 -1.413 -1.171 -0.231
C4 -2.237 -0.121 -0.730
H1 2.835 0.109 1.139
H2 2.984 0.843 -0.473
H3 2.168 1.713 0.839
H4 1.199 -0.775 -0.679
H5 0.395 0.776 -0.571
H6 -1.403 -1.357 1.842
H7 -3.293 -0.409 -0.672
H8 -1.976 0.062 -1.778
H9 -2.096 0.806 -0.163

Computed properties:
HOMO level (eV): -9.94
Structure (SMILES): CC/N=C\OC
F_max (eV Å⁻¹): 0.46
Relative energy (zero: lowest compared OMol25 entry of this formula, charge and spin) (eV): 1.943
Kohn-Sham gap (eV): 10.892


[2]
C29H36Cl5FN3O3RuSb | the ωB97M-V functional and the def2-TZVPD basis

CARTESIAN COORDINATES (ANGSTROEM)
Ru1 0.841 1.941 -2.735
C1 -0.846 2.007 5.084
C2 -1.714 2.514 3.947
N1 -1.280 1.996 2.632
C3 -0.455 2.748 1.896
C4 0.038 2.404 0.664
C5 0.957 3.394 0.024
O1 1.426 4.311 0.645
O2 1.133 3.229 -1.277
C6 -0.318 1.150 0.108
O3 0.076 0.703 -1.002
C7 -1.189 0.312 0.924
C8 -1.570 -0.950 0.460
C9 -2.375 -1.748 1.212
F1 -2.678 -2.974 0.745
C10 -2.869 -1.347 2.469
C11 -2.493 -0.096 2.926
C12 -1.656 0.738 2.172
N2 -3.723 -2.151 3.254
C13 -4.419 -3.314 2.700
C14 -5.473 -3.778 3.715
N3 -5.883 -2.595 4.549
C15 -4.749 -2.169 5.455
C16 -3.442 -2.324 4.671
H1 -1.203 2.409 6.032
H2 0.188 2.326 4.951
H3 -0.856 0.917 5.146
H4 -1.676 3.598 3.875
H5 -2.762 2.255 4.082
H6 -0.163 3.702 2.320
H7 -1.206 -1.301 -0.498
H8 -2.873 0.246 3.877
H9 -3.762 -4.161 2.493
H10 -4.904 -3.030 1.768
H11 -5.093 -4.519 4.416
H12 -6.356 -4.181 3.227
H13 -6.722 -2.799 5.094
H14 -6.108 -1.819 3.923
H15 -4.782 -2.806 6.336
H16 -4.950 -1.140 5.748
H17 -2.999 -3.308 4.859
H18 -2.725 -1.586 5.021
Cl1 -1.415 -0.589 -3.403
C17 -0.192 -0.281 -4.596
C18 0.723 0.743 -4.383
C19 1.623 1.010 -5.416
Cl2 2.730 2.337 -5.194
C20 1.669 0.275 -6.591
Cl3 2.822 0.634 -7.803
C21 0.760 -0.773 -6.758
Cl4 0.792 -1.707 -8.186
C22 -0.181 -1.046 -5.762
Cl5 -1.313 -2.312 -5.984
C23 5.924 1.754 -1.071
C24 4.865 2.108 -2.112
Sb1 3.236 0.747 -2.183
C25 3.849 -0.793 -3.504
C26 5.252 -1.304 -3.180
C27 3.282 -0.261 -0.315
C28 2.525 -1.586 -0.363
H19 6.724 2.495 -1.092
H20 6.378 0.780 -1.257
H21 5.516 1.751 -0.060
H22 5.271 2.121 -3.124
H23 4.424 3.086 -1.922
H24 3.787 -0.391 -4.515
H25 3.094 -1.576 -3.416
H26 6.011 -0.549 -3.387
H27 5.487 -2.177 -3.791
H28 5.354 -1.605 -2.136
H29 2.870 0.425 0.426
H30 4.337 -0.405 -0.081
H31 1.497 -1.449 -0.702
H32 2.498 -2.045 0.627
H33 3.009 -2.298 -1.032
C29 -0.259 3.351 -3.812
H34 -0.119 3.278 -4.884
H35 0.073 4.311 -3.422
H36 -1.291 3.132 -3.526

Computed properties:
HOMO level (spin up / spin down) (eV): -12.53 / -13.03
Expectation value of S²: 6.02
Spin multiplicity: 5
F_max (eV Å⁻¹): 0.81
Total charge: +2
Relative energy (zero: lowest compared OMol25 entry of this formula, charge and spin) (eV): 0.000
Kohn-Sham gap (spin up / spin down) (eV): 7.388 / 6.514


[3]
C19H38IrN5O3P2S2Se2 | the ωB97M-V functional and the def2-TZVPD basis

CARTESIAN COORDINATES (ANGSTROEM)
Ir1 -1.432 -0.368 0.182
S1 -2.712 1.379 -0.828
C1 -2.380 0.360 -2.173
N1 -1.746 -0.737 -1.792
C2 -1.224 -1.453 -2.880
C3 -0.392 -2.570 -2.862
C4 -0.017 -3.132 -4.069
C5 -0.449 -2.590 -5.282
C6 -1.250 -1.466 -5.309
C7 -1.626 -0.896 -4.097
S2 -2.562 0.562 -3.863
H1 -0.015 -2.973 -1.932
H2 0.624 -4.003 -4.074
H3 -0.138 -3.044 -6.212
H4 -1.565 -1.032 -6.249
C8 0.853 3.937 -0.009
N2 0.008 3.106 0.845
C9 -1.235 3.765 1.265
P1 0.466 1.802 1.686
O1 -0.612 0.748 1.780
O2 1.755 1.258 0.884
P2 1.901 0.089 -0.234
O3 0.596 -0.608 -0.471
N3 2.976 -0.988 0.345
C10 4.328 -0.534 0.697
C11 2.504 -2.058 1.233
N4 2.415 0.900 -1.544
C12 3.540 1.842 -1.520
C13 2.224 0.275 -2.863
N5 0.921 2.161 3.194
C14 1.871 3.256 3.408
C15 0.829 1.214 4.307
H5 1.050 4.899 0.471
H6 0.343 4.121 -0.955
H7 1.796 3.446 -0.216
H8 -1.015 4.709 1.768
H9 -1.794 3.129 1.951
H10 -1.854 3.958 0.389
H11 4.735 0.122 -0.066
H12 4.976 -1.406 0.761
H13 4.337 -0.017 1.661
H14 1.513 -2.386 0.935
H15 2.485 -1.729 2.278
H16 3.188 -2.901 1.148
H17 3.671 2.273 -0.530
H18 3.333 2.649 -2.224
H19 4.469 1.357 -1.823
H20 1.370 -0.400 -2.848
H21 3.114 -0.278 -3.169
H22 2.031 1.066 -3.588
H23 1.847 3.955 2.574
H24 2.888 2.874 3.520
H25 1.597 3.799 4.312
H26 0.126 0.421 4.070
H27 0.474 1.743 5.191
H28 1.807 0.781 4.529
C16 -2.687 -3.591 -0.664
Se1 -1.316 -2.924 0.538
C17 -2.375 -3.157 2.155
C18 -3.633 -2.319 2.093
Se2 -3.110 -0.454 1.979
C19 -4.832 0.230 1.417
H29 -2.924 -4.599 -0.331
H30 -2.267 -3.621 -1.661
H31 -3.566 -2.953 -0.657
H32 -1.718 -2.879 2.980
H33 -2.619 -4.214 2.258
H34 -4.246 -2.445 2.986
H35 -4.244 -2.541 1.221
H36 -5.560 -0.081 2.163
H37 -5.074 -0.154 0.430
H38 -4.770 1.314 1.397

Computed properties:
HOMO level (eV): -13.34
F_max (eV Å⁻¹): 0.83
Total charge: +2
Kohn-Sham gap (eV): 7.565


[4]
C27H32AsCrN6 | the ωB97M-V functional and the def2-TZVPD basis

CARTESIAN COORDINATES (ANGSTROEM)
Cr1 0.051 0.071 0.049
C1 -2.690 -0.515 3.141
C2 -1.933 -0.691 4.302
C3 -0.562 -0.638 4.230
C4 0.078 -0.411 3.007
N1 -0.667 -0.239 1.890
C5 -2.019 -0.292 1.973
N2 1.456 -0.368 3.029
C6 2.199 -0.157 2.009
N3 1.822 0.045 0.680
C7 2.955 0.271 -0.103
N4 3.026 0.507 -1.359
C8 1.947 0.557 -2.216
C9 2.229 0.790 -3.567
C10 1.214 0.855 -4.490
C11 -0.109 0.686 -4.072
C12 -0.331 0.464 -2.743
N5 0.662 0.401 -1.824
C13 4.126 0.201 0.786
C14 5.468 0.357 0.516
C15 6.349 0.235 1.587
C16 5.888 -0.033 2.874
C17 4.530 -0.188 3.136
C18 3.666 -0.066 2.068
H1 -3.770 -0.551 3.153
H2 -2.424 -0.865 5.251
H3 0.065 -0.768 5.101
H4 -2.566 -0.146 1.045
H5 3.267 0.913 -3.842
H6 1.435 1.035 -5.534
H7 -0.936 0.727 -4.765
H8 -1.344 0.331 -2.371
H9 5.819 0.567 -0.486
H10 7.412 0.351 1.418
H11 6.600 -0.121 3.684
H12 4.164 -0.396 4.133
C19 -1.228 -5.117 -1.096
C20 0.136 -4.516 -0.708
C21 0.044 -3.076 -0.493
N6 -0.045 -1.945 -0.330
H13 -1.107 -6.187 -1.245
H14 -1.599 -4.680 -2.021
H15 -1.963 -4.960 -0.309
H16 0.881 -4.687 -1.486
H17 0.519 -4.962 0.211
C22 -2.992 3.103 -0.055
C23 -1.878 3.332 0.964
As1 -0.184 2.579 0.388
C24 0.278 3.585 -1.215
C25 0.107 5.098 -1.132
C26 1.073 3.060 1.803
C27 0.916 4.449 2.417
H18 -3.923 3.548 0.294
H19 -3.180 2.040 -0.222
H20 -2.755 3.557 -1.018
H21 -2.117 2.889 1.931
H22 -1.698 4.393 1.124
H23 -0.348 3.171 -2.008
H24 1.308 3.314 -1.455
H25 -0.909 5.384 -0.862
H26 0.318 5.535 -2.107
H27 0.792 5.549 -0.419
H28 2.074 2.917 1.391
H29 0.937 2.296 2.572
H30 1.115 5.246 1.706
H31 1.630 4.554 3.234
H32 -0.078 4.603 2.836

Computed properties:
HOMO level (spin up / spin down) (eV): -13.92 / -13.98
Expectation value of S²: 3.80
Spin multiplicity: 4
F_max (eV Å⁻¹): 0.45
Total charge: +2
Kohn-Sham gap (spin up / spin down) (eV): 7.072 / 7.141


[5]
C5H8N | the ωB97M-V functional and the def2-TZVPD basis

CARTESIAN COORDINATES (ANGSTROEM)
C1 0.279 -1.462 1.310
C2 0.350 -0.121 1.655
C3 0.401 0.886 0.534
C4 -0.661 1.638 -0.228
N1 -0.128 0.474 -0.765
C5 0.119 -0.597 -1.424
H1 0.260 -1.728 0.150
H2 0.095 -2.321 2.000
H3 0.376 0.164 2.650
H4 1.282 1.503 0.580
H5 -1.760 1.630 0.037
H6 -0.316 2.576 -0.632
H7 1.074 -1.031 -1.659
H8 -0.769 -1.121 -1.904

Computed properties:
HOMO level (eV): -14.51
Structure (SMILES): C=C[C@@H]1C[N+]1=C
F_max (eV Å⁻¹): 5.75
Total charge: +1
Relative energy (zero: lowest compared OMol25 entry of this formula, charge and spin) (eV): 4.613
Kohn-Sham gap (eV): 8.844


[6]
C5H11N | the ωB97M-V functional and the def2-TZVPD basis

CARTESIAN COORDINATES (ANGSTROEM)
C1 2.310 0.536 -0.768
C2 1.547 0.072 0.450
C3 0.353 0.846 1.055
N1 -0.738 0.777 0.085
C4 -1.086 -0.655 0.117
C5 -2.350 -0.691 -0.678
H1 3.247 0.023 -0.953
H2 1.269 -0.106 -0.813
H3 2.218 1.483 -1.375
H4 2.163 -0.507 1.154
H5 0.589 1.936 1.317
H6 0.123 0.382 2.015
H7 -1.301 -0.988 1.160
H8 -0.274 -1.335 -0.288
H9 -2.129 -0.332 -1.563
H10 -2.939 0.181 -0.149
H11 -3.003 -1.622 -0.767

Computed properties:
HOMO level (eV): -6.57
F_max (eV Å⁻¹): 5.86
Relative energy (zero: lowest compared OMol25 entry of this formula, charge and spin) (eV): 7.574
Kohn-Sham gap (eV): 5.341


- What is the formula in the first record?
  C4H9NO